C42H119N7O21 | the ωB97M-V functional and the def2-TZVPD basis

Each line ends with the Mulliken charge.
Atoms and positions in Å:
O: 3.070 -5.519 4.514  -0.6129
H: 3.269 -5.942 5.358  0.2891
H: 2.788 -6.240 3.936  0.2865
O: 5.677 -4.782 3.553  -0.6549
H: 4.800 -5.085 3.857  0.3637
H: 6.081 -4.378 4.329  0.3152
O: 4.859 -2.022 6.884  -0.6698
H: 4.636 -1.556 7.694  0.2952
H: 3.997 -2.179 6.456  0.4391
O: 0.766 -4.177 2.770  -0.6884
H: 0.494 -3.957 1.857  0.5175
H: 1.519 -3.601 2.939  0.0488
O: 2.124 -2.220 6.708  -0.4992
H: 1.763 -2.999 7.153  0.2847
H: 1.354 -1.801 6.291  0.2499
O: -4.077 2.350 2.751  -0.7552
H: -4.102 3.313 2.757  0.3432
H: -3.178 2.135 2.472  0.2534
O: 0.205 -3.380 0.161  -0.7124
H: -0.628 -3.346 -0.322  0.3342
H: 0.570 -2.470 0.105  0.3033
C: -2.799 3.290 8.269  -0.8505
O: -2.516 2.942 6.931  -0.2687
C: -1.125 2.670 6.812  -1.0435
C: -0.829 2.129 5.415  0.0355
N: -0.844 3.311 4.533  -0.4038
C: -0.374 3.050 3.168  1.4172
C: -0.895 4.155 2.256  -1.4858
O: -2.286 3.952 2.077  0.3452
C: -2.984 5.061 1.525  -1.1528
H: -2.338 4.269 8.471  0.3336
H: -2.312 2.658 9.020  0.3090
H: -3.863 3.355 8.475  0.2629
H: -0.795 1.926 7.553  0.4442
H: -0.538 3.545 7.100  0.4662
H: -1.487 1.301 5.134  0.0003
H: 0.176 1.698 5.449  0.2285
H: -1.821 3.588 4.478  0.2944
H: -0.800 2.094 2.833  -1.0313
H: 0.714 3.007 3.123  0.3293
H: -0.444 4.084 1.257  0.3851
H: -0.700 5.150 2.673  0.5446
H: -3.230 5.783 2.306  0.3201
H: -3.877 4.608 1.096  0.2955
H: -2.426 5.549 0.722  0.3586
C: 5.173 -8.116 -4.143  -0.6400
O: 4.056 -7.815 -4.957  -0.3541
C: 2.939 -7.216 -4.315  -0.3676
C: 3.339 -5.959 -3.556  -0.8509
N: 2.160 -5.090 -3.373  -0.3663
C: 2.387 -3.834 -2.678  -0.7651
C: 1.329 -2.818 -3.027  0.0636
O: 1.603 -2.380 -4.349  -0.4444
C: 0.804 -1.265 -4.709  -0.6438
H: 5.960 -8.447 -4.822  0.2373
H: 4.959 -9.014 -3.553  0.2636
H: 5.523 -7.258 -3.572  0.2927
H: 2.405 -7.900 -3.648  0.2671
H: 2.306 -6.964 -5.165  0.2908
H: 4.015 -5.379 -4.202  0.3599
H: 3.808 -6.102 -2.582  0.5170
H: 1.966 -4.791 -4.328  0.3119
H: 3.349 -3.317 -2.829  0.3288
H: 2.413 -4.004 -1.596  0.4196
H: 1.419 -1.983 -2.319  -0.0555
H: 0.312 -3.229 -3.028  0.2473
H: 0.688 -1.205 -5.788  0.3548
H: 1.138 -0.365 -4.196  0.2806
H: -0.222 -1.475 -4.368  0.1893
C: -5.346 4.159 -8.463  -0.6078
O: -4.021 3.642 -8.454  -0.3878
C: -3.203 4.169 -7.434  -0.4809
C: -3.642 3.804 -5.993  -0.7604
N: -3.571 2.370 -5.741  0.2051
C: -2.263 1.753 -5.551  -0.8706
C: -1.311 2.489 -4.598  -0.0879
O: -0.106 1.769 -4.623  -0.2289
C: 0.868 2.430 -3.842  -0.8294
H: -5.290 5.253 -8.372  0.3522
H: -6.108 3.848 -7.744  0.2149
H: -5.689 3.950 -9.476  0.2761
H: -3.274 5.269 -7.399  0.3231
H: -2.224 3.754 -7.675  0.3296
H: -4.713 4.029 -5.967  0.1240
H: -3.135 4.488 -5.317  0.4390
H: -4.054 1.912 -6.503  0.2947
H: -1.838 1.514 -6.536  0.4173
H: -2.301 0.747 -5.120  -0.1109
H: -1.882 2.581 -3.667  0.1266
H: -1.165 3.505 -4.983  0.3764
H: 1.859 2.214 -4.248  0.3278
H: 0.870 2.137 -2.787  0.1593
H: 0.750 3.518 -3.846  0.4499
C: 0.790 -3.474 9.400  -0.8312
O: 0.034 -3.152 8.259  -0.3741
C: -0.756 -2.013 8.463  -0.6716
C: -1.567 -1.658 7.236  -0.9927
N: -0.754 -1.495 6.040  0.3112
C: -1.580 -1.101 4.879  -2.6364
C: -0.766 -0.730 3.646  0.2508
O: -1.502 -0.070 2.638  0.5014
C: -2.732 -0.592 2.210  -1.2363
H: 1.286 -4.432 9.272  0.2829
H: 0.148 -3.481 10.292  0.3609
H: 1.514 -2.681 9.638  0.3485
H: -0.184 -1.149 8.822  0.3203
H: -1.507 -2.229 9.238  0.4418
H: -2.090 -0.735 7.489  0.3307
H: -2.332 -2.432 7.079  0.4365
H: -0.422 -2.410 5.745  0.4678
H: -2.316 -0.329 5.127  0.8542
H: -2.221 -1.967 4.657  0.6331
H: -0.391 -1.675 3.234  0.8140
H: 0.130 -0.167 3.903  -0.3516
H: -3.079 0.134 1.468  0.3658
H: -3.525 -0.634 2.956  0.4042
H: -2.659 -1.498 1.598  0.1860
C: -2.155 2.057 -0.387  -0.3941
O: -0.884 1.800 -0.967  -0.3026
C: -0.457 0.493 -0.680  0.3264
C: 0.875 0.592 0.027  -0.8801
N: 1.325 -0.722 0.469  0.0844
C: 2.708 -0.760 0.973  -0.2843
C: 2.720 -0.276 2.422  0.2585
O: 2.327 -1.320 3.287  0.1648
C: 3.383 -2.106 3.851  -1.0115
H: -2.517 3.055 -0.623  0.3247
H: -2.149 1.870 0.687  -0.0394
H: -2.888 1.375 -0.835  0.2033
H: -0.326 -0.197 -1.525  -0.1654
H: -1.193 -0.054 -0.076  0.0546
H: 0.781 1.254 0.897  -0.4475
H: 1.626 0.950 -0.680  0.4759
H: 0.664 -1.040 1.175  0.7407
H: 3.316 -0.105 0.351  -0.4605
H: 3.125 -1.769 0.987  0.4914
H: 1.991 0.535 2.540  -0.7086
H: 3.585 0.340 2.697  0.3105
H: 3.977 -1.648 4.636  0.1395
H: 3.908 -2.585 3.016  0.4803
H: 2.864 -3.001 4.207  0.4643
C: -9.634 3.279 -8.504  -0.8348
O: -8.559 3.138 -7.597  -0.1932
C: -9.021 2.614 -6.366  -0.6680
C: -7.918 2.752 -5.326  -0.8640
N: -6.987 1.622 -5.398  -0.0383
C: -7.430 0.408 -4.743  -0.8624
C: -6.203 -0.468 -4.533  -0.4638
O: -5.544 -0.031 -3.364  -0.3655
C: -4.149 -0.244 -3.385  -0.2894
H: -9.158 3.652 -9.411  0.2262
H: -10.379 4.006 -8.159  0.3320
H: -10.175 2.349 -8.707  0.3098
H: -9.393 1.590 -6.458  0.3355
H: -9.875 3.192 -5.984  0.3955
H: -8.235 2.899 -4.281  0.5906
H: -7.350 3.673 -5.483  0.3396
H: -6.107 1.937 -5.003  0.0393
H: -8.263 -0.038 -5.294  0.4126
H: -7.886 0.682 -3.774  0.3470
H: -5.565 -0.415 -5.419  0.2973
H: -6.489 -1.525 -4.472  0.3771
H: -3.718 -0.871 -4.170  0.4281
H: -3.913 -0.692 -2.416  0.2849
H: -3.629 0.712 -3.473  -0.1812
C: 10.025 0.556 1.097  -0.6793
O: 9.395 0.691 -0.177  -0.3383
C: 8.612 -0.413 -0.517  -0.1784
C: 7.888 -0.204 -1.842  -1.0484
N: 6.891 0.871 -1.865  -0.1678
C: 5.925 0.880 -0.781  -1.2008
C: 6.196 1.558 0.558  -0.0093
O: 4.925 1.885 1.126  -0.0677
C: 5.067 2.658 2.301  -0.6704
H: 10.141 -0.494 1.376  0.3267
H: 9.316 1.020 1.790  0.2264
H: 11.006 1.021 1.112  0.2540
H: 7.874 -0.644 0.261  0.3215
H: 9.205 -1.316 -0.724  0.4014
H: 7.401 -1.125 -2.169  0.3390
H: 8.631 -0.029 -2.623  0.4297
H: 7.321 1.786 -1.926  0.3417
H: 5.363 -0.050 -0.654  0.3729
H: 5.168 1.523 -1.256  0.3994
H: 6.683 2.501 0.278  0.2054
H: 6.777 1.010 1.303  0.1744
H: 4.028 2.812 2.614  0.0300
H: 5.468 3.646 2.067  0.3441
H: 5.513 2.173 3.174  0.3450

For the frontier orbital gap, the calculation gives 8.81 eV. The electronic energy comes out at -3634.54599 hartree. As for the energy above the lowest of the compared OMol25 structures with the same formula, charge and spin: 4.152 eV.

---

C42H122B2F8FeN8O17 | the ωB97M-V functional and the def2-TZVPD basis

Each line ends with the Mulliken charge.
Atoms and positions in Å:
Fe: 18.749 16.487 12.922  1.8330
B: 20.594 19.169 12.650  0.1305
F: 20.086 19.885 11.580  -0.2451
F: 21.966 19.428 12.783  -0.3221
F: 19.869 19.479 13.843  -0.4539
F: 20.461 17.776 12.426  -0.6846
B: 17.299 13.489 13.699  0.5012
F: 18.673 13.148 13.940  -0.5333
F: 17.117 14.882 13.505  -0.4608
F: 16.928 12.757 12.601  -0.0067
F: 16.508 13.079 14.782  -0.5798
C: 12.278 10.848 15.283  -1.6779
C: 12.523 11.116 13.773  0.5499
C: 11.263 11.443 13.032  0.2512
O: 10.378 10.311 13.156  -0.4290
C: 9.097 10.656 12.712  -0.6999
N: 13.356 12.219 13.356  1.4564
H: 12.143 11.775 15.863  0.2243
H: 13.144 10.294 15.733  0.3318
H: 11.467 10.192 15.464  0.4691
H: 12.886 10.152 13.307  0.4139
H: 11.425 11.637 11.948  0.5330
H: 10.741 12.363 13.442  -0.5692
H: 8.448 9.821 12.920  0.3168
H: 9.067 10.860 11.625  0.2728
H: 8.787 11.615 13.148  0.2425
H: 12.859 13.075 13.658  -0.5891
H: 14.221 12.184 13.947  -0.1810
C: 24.542 16.844 12.252  -1.9529
C: 23.390 16.044 12.745  1.3814
C: 23.745 14.611 13.178  -0.7338
O: 24.138 13.761 12.150  -0.3060
C: 25.477 13.543 11.981  -0.8865
N: 22.754 16.638 13.930  -0.5943
H: 24.924 16.263 11.400  0.4317
H: 25.365 17.020 12.965  0.2610
H: 24.190 17.733 11.901  0.5936
H: 22.604 15.960 11.983  -0.1822
H: 22.863 14.111 13.683  -0.0443
H: 24.500 14.615 14.001  0.4991
H: 25.832 12.681 12.570  0.2808
H: 26.168 14.400 12.136  0.3228
H: 25.633 13.321 10.939  0.3124
H: 22.561 17.649 13.791  0.1048
H: 23.296 16.505 14.764  0.2974
C: 14.471 15.277 10.468  -1.5830
C: 15.834 14.818 10.077  3.0533
C: 15.837 13.530 9.312  -0.7945
O: 17.187 13.248 9.024  -0.3599
C: 17.307 11.940 8.623  -0.7375
N: 16.678 15.825 9.325  -0.8098
H: 13.884 15.484 9.623  0.6289
H: 14.500 16.187 10.964  0.2089
H: 14.162 14.516 11.161  0.0000
H: 16.520 14.525 10.895  -1.7177
H: 15.137 13.518 8.430  0.3344
H: 15.471 12.706 9.934  0.2131
H: 17.431 11.323 9.448  0.2070
H: 18.227 11.813 7.999  0.2528
H: 16.415 11.597 8.050  0.3243
H: 16.157 16.363 8.698  0.2692
H: 17.445 15.400 8.788  0.1739
C: 15.407 16.009 19.287  -1.2879
C: 16.285 17.215 19.342  2.0336
C: 15.434 18.439 19.690  -1.1809
O: 14.988 19.038 18.466  -0.0954
C: 14.346 20.309 18.607  -0.9907
N: 17.441 17.132 20.250  -0.4528
H: 14.495 16.385 18.688  0.1989
H: 15.029 15.709 20.305  0.4284
H: 15.897 15.183 18.748  0.1281
H: 16.733 17.253 18.273  -0.9773
H: 16.045 19.216 20.216  0.3840
H: 14.575 18.216 20.311  0.3917
H: 13.323 20.217 19.121  0.2846
H: 14.055 20.759 17.625  0.2504
H: 14.964 20.980 19.097  0.3991
H: 17.840 18.033 20.541  0.2698
H: 17.247 16.600 21.050  0.2510
C: 20.343 8.805 11.865  -1.4985
C: 19.288 9.766 12.463  0.5506
C: 19.554 10.019 13.913  0.0955
O: 19.342 8.848 14.649  -0.4255
C: 19.362 9.073 16.029  -0.6613
N: 19.442 11.093 11.789  -0.2825
H: 19.927 8.233 11.017  0.3131
H: 20.525 8.098 12.665  0.4098
H: 21.234 9.378 11.725  0.3658
H: 18.242 9.337 12.375  0.2593
H: 18.988 10.859 14.312  -0.1121
H: 20.602 10.345 14.085  0.0640
H: 19.136 8.098 16.557  0.3234
H: 18.745 9.871 16.386  0.2304
H: 20.460 9.230 16.252  0.2839
H: 19.604 11.089 10.824  0.3671
H: 18.691 11.779 11.947  -0.5613
C: 17.928 20.064 9.298  -1.0476
C: 16.772 20.448 10.183  0.3583
C: 15.406 20.065 9.718  -0.2626
O: 15.091 20.545 8.427  -0.4017
C: 13.664 20.402 8.220  -0.6712
N: 17.050 19.828 11.532  -0.5407
H: 18.280 19.010 9.535  0.0172
H: 18.795 20.653 9.474  0.3153
H: 17.598 20.207 8.251  0.4095
H: 16.760 21.546 10.345  0.2855
H: 14.718 20.423 10.523  0.3426
H: 15.266 18.954 9.683  -0.0881
H: 13.217 21.011 8.969  0.3391
H: 13.351 19.332 8.386  0.1934
H: 13.466 20.656 7.198  0.2787
H: 16.167 19.848 12.109  0.0841
H: 17.668 20.387 12.113  0.3830
C: 10.497 14.526 12.027  -1.9760
C: 10.518 15.749 12.996  1.9246
C: 9.086 16.358 12.914  -1.4072
C: 8.887 17.342 14.009  -0.6475
C: 9.157 16.761 15.373  -1.0647
C: 10.589 16.211 15.523  1.8965
N: 10.760 15.310 14.340  0.1761
O: 12.042 14.672 14.491  0.0021
C: 11.620 17.355 15.547  -1.9496
C: 10.593 15.408 16.807  -1.9657
C: 11.541 16.698 12.337  -1.4721
H: 10.103 14.877 11.077  0.6412
H: 9.888 13.700 12.297  0.4685
H: 11.498 14.087 11.719  -0.0368
H: 9.058 16.778 11.909  0.3691
H: 8.380 15.504 12.963  0.3948
H: 7.838 17.787 14.019  0.3178
H: 9.497 18.240 13.799  0.3195
H: 8.401 15.972 15.522  0.3584
H: 9.071 17.632 16.017  0.4375
H: 12.639 16.928 15.479  0.1463
H: 11.273 18.061 14.856  0.4617
H: 11.513 17.724 16.570  0.5706
H: 10.095 14.401 16.626  0.2640
H: 11.603 15.171 17.080  0.3057
H: 10.053 15.984 17.569  0.4633
H: 11.427 16.663 11.234  0.5267
H: 12.560 16.370 12.655  -0.0005
H: 11.488 17.718 12.686  0.2914
H: 12.655 15.341 14.361  -0.1658
C: 21.868 16.867 18.285  -2.1116
C: 20.739 15.839 17.987  1.9677
C: 21.234 14.907 16.858  -0.5020
C: 20.512 13.529 16.721  0.7129
C: 20.520 12.842 18.061  -1.8410
C: 19.995 13.639 19.164  2.9413
N: 20.698 15.007 19.241  -0.0363
O: 20.216 15.813 20.316  -0.5861
C: 18.426 13.849 19.016  -2.2902
C: 20.313 13.002 20.470  -2.0873
C: 19.394 16.565 17.655  -0.5111
H: 22.855 16.391 18.439  0.4438
H: 21.554 17.399 19.226  0.3850
H: 22.045 17.628 17.524  0.3140
H: 21.084 15.541 15.928  -0.7585
H: 22.272 14.730 16.976  0.8158
H: 21.168 12.955 16.119  0.6555
H: 19.559 13.612 16.133  -0.9577
H: 21.512 12.587 18.378  0.4042
H: 19.985 11.855 18.004  0.1408
H: 18.046 14.057 18.048  -0.0958
H: 17.851 13.047 19.459  0.6191
H: 18.235 14.705 19.629  0.6183
H: 19.904 13.539 21.357  0.3657
H: 20.071 11.952 20.551  0.3858
H: 21.384 13.116 20.643  0.5137
H: 19.306 17.449 18.264  0.6347
H: 18.622 15.828 17.924  -0.2410
H: 19.239 16.748 16.609  -0.3125
H: 19.387 16.190 19.950  0.2995
O: 20.097 15.344 13.825  1.3689
H: 20.055 14.342 13.783  -0.4019
H: 21.033 15.734 13.771  0.0441
O: 15.732 17.731 15.802  -0.8389
H: 15.099 16.944 15.682  0.2396
H: 15.380 18.249 16.583  0.1877
O: 14.722 11.196 11.161  -0.8382
H: 14.087 11.591 11.787  0.2301
H: 15.607 11.274 11.579  0.1310
O: 15.016 18.070 12.704  -0.5472
H: 15.611 17.286 12.733  -0.0294
H: 14.890 18.243 13.665  0.3139
O: 17.417 17.273 11.645  1.0656
H: 17.280 18.289 11.597  -0.1874
H: 17.202 16.842 10.806  -0.4647
O: 18.891 14.934 11.334  -0.1006
H: 18.590 14.867 10.410  0.0513
H: 19.778 14.502 11.312  -0.1244
O: 14.634 15.218 15.201  0.1051
H: 14.307 14.371 15.508  0.0912
H: 15.335 14.939 14.593  -0.5019
O: 18.020 17.578 14.494  1.0060
H: 17.283 17.580 15.085  -0.1462
H: 18.497 18.420 14.509  0.2696
O: 21.290 13.194 11.904  -0.2681
H: 20.884 12.346 11.901  0.2044
H: 22.154 12.941 11.511  0.3105

As for the expectation value of S²: 6.01. As for the spin multiplicity: 5. For the frontier orbital gap (alpha / beta), the calculation gives 8.34 / 8.34 eV. The electronic energy comes out at -5503.27329 hartree.

---

What is the electronic energy in the first record?
-3634.54599 hartree

---

Which formula does entry 1 have?
C42H119N7O21

---

What is the electronic energy in the first record?
-3634.54599 hartree

---

Among the records above, which one has the lowest electronic energy?
C42H122B2F8FeN8O17